Density functional theory data (the ωB97M-V functional and the def2-TZVPD basis) for a structure of composition C39H92CdNO17.

Output
ΔE to the lowest compared entry with this formula, charge and spin = 718.6 kJ/mol
Strongest force on any atom = 8.504 eV/A
Orbital gap = 0.0746 Eh
Lowest unoccupied orbital energy = -1.92 eV
Charge = -1

Geometry as XYZ:
```
150
Properties=species:S:1:pos:R:3:forces:R:3
Cd 4.955 3.240 1.333 0.014 -0.077 0.056
C -0.312 0.116 3.704 1.242 1.267 -1.797
C -0.169 -0.590 2.279 -2.153 -0.540 2.090
C -1.565 -1.275 2.178 -0.720 1.073 -1.687
C -1.839 -1.863 0.774 -0.181 -0.250 1.241
C -1.732 -0.795 -0.271 1.035 1.060 -0.253
C -0.310 -0.051 -0.272 -2.268 0.152 0.411
N -0.030 0.398 1.148 4.007 1.749 0.234
O 1.178 1.276 1.242 -4.281 -3.332 -0.213
C -0.462 1.173 -1.200 0.054 0.691 0.364
C 0.714 -0.939 -0.903 1.494 -0.666 -0.490
C 0.887 -1.660 2.391 -0.035 -0.361 -0.494
H -0.682 -0.409 4.585 -0.130 -0.745 -0.623
H -0.972 0.957 3.493 0.079 0.261 0.388
H 0.683 0.484 3.954 -0.086 0.362 0.153
H -2.296 -0.478 2.317 -0.146 0.419 -0.191
H -1.884 -1.935 2.985 0.979 -0.440 0.042
H -2.868 -2.222 0.774 0.012 -0.437 -0.073
H -1.150 -2.700 0.660 -0.085 -0.139 -0.517
H -2.556 -0.094 -0.135 0.176 0.496 0.542
H -1.958 -1.113 -1.289 0.497 -0.537 -0.109
H -0.874 0.943 -2.183 -0.358 -0.544 0.160
H 0.453 1.704 -1.462 0.351 -0.254 0.562
H -1.103 1.913 -0.721 -0.157 -0.014 -0.014
H 1.129 -1.803 -0.383 -0.303 0.274 0.562
H 1.564 -0.303 -1.151 0.184 -0.166 -0.079
H 0.333 -1.390 -1.819 -0.212 0.366 -0.249
H 0.839 -2.309 1.517 0.758 0.327 -0.267
H 0.591 -2.381 3.153 0.132 0.411 0.615
H 1.843 -1.182 2.605 0.198 -0.479 -0.281
C 6.621 -2.499 2.275 0.495 -1.380 0.106
C 6.584 -1.119 2.437 -0.885 2.735 -4.519
C 6.661 -0.585 3.854 -2.703 7.103 -3.817
O 6.296 0.646 4.023 0.846 -2.319 -0.554
C 7.013 -1.308 4.878 1.047 -3.511 3.751
C 7.192 -2.704 4.754 0.978 -2.779 1.543
C 6.905 -3.379 3.365 0.865 -1.984 2.061
O 7.041 -4.627 3.381 -0.631 2.483 -1.113
O 7.549 -3.452 5.707 -0.838 1.839 -2.038
O 6.401 -0.342 1.351 0.781 -2.793 4.846
H 6.609 -2.983 1.310 -0.245 0.328 -0.301
H 7.007 -0.929 5.889 0.140 0.356 -0.061
C -1.979 7.126 7.307 -1.108 0.120 1.543
C -1.133 6.002 7.898 -0.630 -0.981 -2.460
O -0.031 5.863 7.039 2.073 -0.169 0.393
H -2.741 6.836 6.585 0.226 -0.609 -0.095
H -1.424 7.928 6.821 0.308 -0.031 0.571
H -2.554 7.453 8.174 -0.265 0.906 -0.171
H -1.660 5.052 7.809 -0.671 -0.069 0.301
H -0.843 6.016 8.949 0.389 0.856 -0.242
H -0.285 5.594 6.153 -0.328 -0.028 0.151
C 1.156 1.384 -8.440 0.691 0.589 -0.448
C 0.425 2.579 -9.003 -1.716 -0.775 1.245
O -0.271 2.146 -10.166 0.523 0.130 -0.810
H 0.430 0.571 -8.441 0.395 -0.226 -0.157
H 1.477 1.561 -7.414 -0.014 0.101 -0.015
H 2.045 1.217 -9.049 -0.050 -0.654 0.051
H 0.966 3.519 -9.114 0.254 -0.198 -0.166
H -0.375 2.678 -8.269 -0.041 1.024 0.359
H -0.741 2.899 -10.533 -0.048 0.012 -0.049
C 1.723 -6.835 7.653 -1.269 0.140 0.139
C 2.993 -6.078 7.239 -1.020 -1.401 0.811
O 3.807 -7.008 6.549 0.638 0.312 -0.111
H 1.898 -7.834 8.053 0.598 0.027 -0.076
H 0.992 -6.974 6.857 0.264 -0.018 -0.585
H 1.086 -6.375 8.408 0.359 0.572 0.259
H 3.484 -5.822 8.177 0.431 0.232 -0.320
H 2.775 -5.182 6.658 0.051 0.035 -0.026
H 3.262 -7.495 5.926 -0.056 0.086 -0.085
C 7.535 2.499 -6.126 0.729 0.600 -1.123
C 6.693 1.297 -5.730 1.230 0.246 -0.226
O 5.749 1.747 -4.838 -1.308 0.259 1.499
H 7.177 3.128 -6.942 -0.461 -0.361 -0.261
H 8.545 2.212 -6.416 -0.001 -0.293 -0.172
H 7.710 3.248 -5.354 -0.394 -0.532 0.671
H 7.386 0.604 -5.253 0.036 -0.288 0.168
H 6.151 0.733 -6.490 0.521 0.239 -0.841
H 5.451 0.969 -4.361 -0.372 0.177 0.314
C -3.471 -6.192 -3.465 -0.713 0.107 -0.391
C -2.223 -6.740 -2.859 -0.545 0.904 0.177
O -1.510 -7.369 -3.885 0.624 -0.590 0.095
H -4.058 -5.757 -2.657 -0.225 0.369 -0.309
H -4.064 -6.975 -3.937 -0.029 -0.358 0.313
H -3.285 -5.526 -4.308 0.161 0.489 0.386
H -2.565 -7.335 -2.012 0.456 -0.919 -0.040
H -1.641 -5.942 -2.397 0.170 0.225 -0.115
H -0.575 -7.253 -3.701 0.140 -0.222 -0.097
C -5.755 2.381 6.622 1.154 -0.725 1.475
C -5.592 1.122 7.501 -1.773 -0.772 0.183
O -6.530 1.226 8.585 -0.596 1.260 0.299
H -5.000 2.344 5.837 -0.232 0.088 -0.206
H -5.477 3.179 7.312 -0.260 0.494 -0.343
H -6.770 2.507 6.245 0.182 -0.126 0.058
H -4.618 0.932 7.953 0.339 0.314 -0.622
H -5.958 0.254 6.953 0.677 -0.265 -0.428
H -6.576 0.495 9.206 0.519 -0.258 -0.427
C -4.705 -7.704 3.214 0.679 0.225 0.229
C -3.876 -8.911 2.672 -1.639 0.345 -0.223
O -4.016 -10.001 3.555 -0.147 -0.039 1.313
H -5.779 -7.817 3.364 0.055 -0.858 -0.179
H -4.647 -6.829 2.566 0.380 -0.126 -0.349
H -4.328 -7.353 4.174 0.214 -0.200 0.104
H -2.829 -8.649 2.520 0.014 0.154 0.035
H -4.337 -9.196 1.727 0.275 0.121 -0.389
H -3.860 -10.880 3.203 0.172 0.381 -0.545
C 4.930 6.740 -3.019 -1.377 0.747 -0.296
C 3.779 6.135 -2.125 2.242 0.904 -2.141
O 4.501 4.984 -1.775 -1.049 -1.380 1.825
H 5.203 6.010 -3.781 -0.375 0.007 -0.391
H 5.857 6.802 -2.448 -0.345 0.534 0.341
H 4.644 7.665 -3.519 0.342 0.242 -0.023
H 2.874 5.881 -2.676 -0.071 0.075 -0.269
H 3.477 6.846 -1.356 0.475 -0.627 0.644
H 4.729 4.624 -2.635 0.167 -0.528 0.255
C 5.098 -6.325 -3.465 2.420 -0.782 -1.585
C 4.091 -5.919 -2.535 -1.221 1.153 1.183
O 3.167 -6.997 -2.466 -0.679 0.110 0.483
H 4.613 -6.650 -4.385 0.042 -0.173 -0.004
H 5.629 -7.160 -3.008 0.315 -0.189 -0.449
H 5.819 -5.562 -3.758 0.076 0.140 0.257
H 3.673 -4.975 -2.885 -0.803 -0.132 0.224
H 4.439 -5.771 -1.512 0.388 0.469 -0.077
H 3.529 -7.468 -1.712 -0.572 -0.581 -0.024
C -5.462 5.265 2.174 1.522 -0.671 -0.416
C -4.354 4.268 1.510 -1.465 2.198 0.972
O -3.080 4.687 2.004 -0.527 -0.475 0.441
H -5.414 5.326 3.261 0.513 -0.584 0.139
H -6.495 4.970 1.988 0.130 0.075 -0.598
H -5.233 6.291 1.886 -0.318 -0.053 -0.474
H -4.304 4.412 0.431 -0.580 -0.146 -0.136
H -4.700 3.262 1.747 0.641 -0.275 0.138
H -2.415 4.052 1.731 0.129 -0.100 -0.049
C -5.080 1.398 -7.241 2.005 -1.899 0.226
C -6.205 2.287 -7.049 -1.552 0.323 -0.406
O -6.025 3.452 -7.772 0.593 1.928 -0.664
H -5.434 0.378 -7.091 0.376 -0.225 0.151
H -4.180 1.573 -6.651 -0.188 0.112 0.378
H -4.706 1.453 -8.263 -0.242 -0.071 -0.293
H -6.442 2.562 -6.021 -0.181 -0.339 -0.076
H -7.007 1.830 -7.629 -0.952 -0.655 1.133
H -5.851 3.078 -8.639 0.147 0.816 -0.450
C -2.584 7.659 -3.419 -1.119 -0.018 0.553
C -2.833 6.734 -4.577 0.335 0.408 -0.531
O -3.476 7.403 -5.674 0.335 0.006 0.410
H -3.569 8.042 -3.151 0.113 0.515 0.209
H -1.899 8.469 -3.669 -0.042 0.006 0.011
H -2.226 7.123 -2.540 0.258 -0.044 -0.087
H -3.515 5.924 -4.322 0.468 -0.187 0.050
H -1.833 6.443 -4.900 -0.149 -0.970 -0.228
H -2.853 8.099 -5.894 -0.189 0.286 -0.380
```
Positions in Å, forces in eV/Å.